{
  "formula": "C60H50N10O20",
  "method": "wB97M-V/def2-TZVPD",
  "symbols": ["H", "C", "O", "O", "O", "C", "C", "C", "H", "H", "C", "H", "H", "H", "C", "H", "H", "H", "H", "H", "C", "H", "C", "C", "C", "C", "C", "C", "C", "H", "C", "N", "O", "H", "H", "H", "C", "H", "O", "H", "C", "C", "N", "O", "H", "C", "C", "C", "O", "N", "C", "H", "C", "C", "C", "O", "O", "O", "H", "H", "H", "H", "H", "C", "C", "O", "C", "O", "C", "C", "H", "C", "C", "H", "C", "C", "C", "C", "C", "O", "O", "H", "H", "H", "H", "N", "H", "H", "N", "H", "O", "H", "N", "H", "N", "C", "C", "H", "O", "C", "C", "O", "H", "N", "C", "C", "H", "H", "C", "H", "C", "C", "H", "C", "O", "C", "C", "H", "H", "C", "N", "C", "H", "C", "H", "C", "C", "C", "C", "H", "C", "C", "H", "O", "N", "C", "O", "H", "H", "C"],
  "positions_angstrom": [[-17.069077, -37.430765, 35.713793], [-10.821524, -35.075822, 31.487692], [-22.471069, -39.292353, 34.028777], [-15.012087, -30.698945, 26.313066], [-22.523826, -39.734749, 36.142179], [-22.092715, -35.666617, 33.729363], [-12.177924, -28.510591, 27.753115], [-16.590169, -39.099387, 29.784328], [-17.069920, -36.427162, 23.371997], [-24.805976, -34.863086, 31.912639], [-14.856016, -30.508091, 24.016480], [-9.073438, -32.416642, 32.615941], [-12.697975, -32.570804, 30.311263], [-9.976466, -30.335633, 28.301081], [-11.494650, -28.987023, 28.862606], [-13.638173, -34.043958, 24.321843], [-16.583209, -32.475320, 30.577176], [-18.221624, -36.477678, 28.398803], [-10.084407, -29.306545, 23.448659], [-8.658930, -27.193110, 28.588608], [-21.465089, -34.262637, 31.928050], [-11.334660, -38.891716, 34.880367], [-9.824789, -32.955737, 32.054257], [-14.024939, -33.616779, 28.736806], [-10.178178, -29.483555, 24.512424], [-10.308578, -27.108699, 27.221373], [-13.657532, -28.742812, 22.895855], [-13.935840, -40.234353, 33.250648], [-15.297986, -30.966411, 22.789180], [-12.032455, -27.267914, 25.976297], [-10.036519, -30.128281, 27.242775], [-16.902323, -35.048431, 31.518885], [-7.860969, -34.427943, 33.275725], [-17.424971, -40.371258, 31.249447], [-15.165250, -30.890312, 20.701743], [-13.595262, -29.087210, 25.007851], [-18.047447, -37.338645, 29.032414], [-18.218562, -38.274876, 37.642879], [-24.017232, -36.933002, 35.028505], [-15.158779, -37.147681, 33.986515], [-14.871793, -30.387567, 21.612440], [-20.590213, -38.882358, 35.285336], [-15.198536, -31.229747, 25.240661], [-25.611794, -36.238132, 33.742587], [-12.036540, -41.015520, 33.877262], [-18.061551, -37.839124, 35.572566], [-14.333492, -34.466620, 23.609337], [-9.794678, -34.348294, 32.047366], [-8.892373, -36.283250, 32.961940], [-24.467230, -36.252896, 34.125164], [-11.576897, -27.596769, 26.899318], [-13.737137, -28.824843, 20.728113], [-14.137412, -34.156337, 22.281397], [-22.775252, -34.149508, 31.523214], [-12.347819, -38.981250, 34.515103], [-11.372314, -30.689566, 30.414176], [-12.177240, -32.684082, 26.119016], [-20.774375, -36.703987, 28.726136], [-13.190718, -33.725485, 21.982298], [-20.368292, -38.590841, 33.163617], [-15.741079, -39.768319, 29.822993], [-21.813080, -36.244950, 34.599103], [-12.917082, -36.994243, 35.047978], [-13.214297, -37.892636, 34.522637], [-21.086067, -35.042825, 33.022796], [-16.540585, -36.305939, 25.679688], [-10.880331, -30.805145, 26.382361], [-13.303385, -30.071474, 29.725134], [-15.892320, -34.548016, 30.580822], [-11.877445, -34.414118, 30.869131], [-11.738568, -30.918355, 24.419796], [-18.813061, -38.821834, 30.739389], [-14.094620, -29.226335, 21.667214], [-20.678536, -33.717529, 31.416994], [-19.957377, -38.944324, 36.495519], [-10.218430, -28.562800, 29.133235], [-9.274274, -28.844164, 25.333582], [-14.137885, -34.976241, 29.042391], [-14.946697, -35.432397, 30.051249], [-16.591582, -36.011695, 32.197482], [-11.938014, -31.892972, 28.112201], [-16.033653, -31.761388, 22.783620], [-9.677025, -28.944061, 29.988805], [-16.808939, -35.601533, 20.861693], [-16.047512, -37.494536, 28.405590], [-14.349017, -41.495319, 32.642370], [-22.945751, -33.663736, 30.571625], [-19.599635, -39.232457, 31.356535], [-21.971909, -39.353590, 35.121216], [-15.033638, -36.478912, 30.303641], [-13.520731, -42.346895, 32.404108], [-20.509155, -39.246090, 37.377274], [-20.418336, -37.197971, 29.777195], [-14.884642, -34.297243, 20.304254], [-11.761346, -31.868696, 26.911711], [-12.701015, -40.162982, 33.855531], [-19.078137, -37.785045, 29.868296], [-8.616476, -28.072254, 24.954195], [-14.607973, -35.472203, 26.103932], [-15.391175, -35.258640, 23.969310], [-15.863890, -33.209883, 30.238620], [-15.524074, -41.642011, 32.371671], [-14.892183, -31.733689, 28.973921], [-12.089344, -30.019445, 29.706207], [-9.642860, -27.570710, 28.347898], [-15.066937, -34.580562, 21.332842], [-15.783176, -39.336321, 32.848788], [-9.870326, -26.291813, 26.661630], [-14.830888, -39.174663, 33.341237], [-18.044479, -37.592864, 33.468402], [-13.972666, -29.430728, 24.053786], [-18.625481, -37.961174, 34.306686], [-10.818219, -36.156581, 31.538974], [-16.173756, -35.373269, 21.705178], [-21.090761, -37.249446, 30.789926], [-9.235013, -29.132111, 26.696786], [-14.899503, -32.744993, 29.355080], [-13.155740, -28.879036, 27.468967], [-12.694266, -34.991965, 30.461921], [-11.903370, -33.035504, 30.880473], [-15.548399, -35.692353, 25.348325], [-10.889274, -32.282535, 31.463547], [-10.832481, -31.212687, 31.328387], [-23.425157, -35.577563, 33.332138], [-20.034515, -35.154302, 33.242372], [-16.797273, -37.924782, 29.056761], [-17.611652, -39.492717, 30.643248], [-19.897241, -38.456541, 34.123445], [-14.455078, -37.961732, 33.897967], [-12.909120, -27.962117, 22.922057], [-16.302885, -35.749766, 23.025197], [-18.708411, -38.371378, 36.685434], [-13.464888, -35.631818, 28.503116], [-15.727368, -32.308815, 25.078132], [-8.770974, -35.086715, 32.823988], [-11.060303, -30.391717, 25.078455], [-17.993051, -34.526429, 31.574666], [-8.559343, -28.576597, 27.333086], [-13.344359, -33.296601, 27.961955], [-23.767282, -34.833686, 32.216407]],
  "forces_ev_per_a": [[-0.0311, 0.1735, -0.2172], [-0.2422, -0.4415, -0.2555], [-0.2077, -0.1416, -0.5245], [0.4963, 0.1962, 0.2777], [-0.0872, -0.0765, -0.4803], [0.2866, -0.5846, 0.7219], [-0.5794, 0.1094, -0.5054], [-0.9549, 0.3167, 0.8047], [-0.1260, 0.0994, -0.0703], [0.0596, 0.2447, -0.1217], [1.1277, 0.8374, -0.7247], [0.1406, -0.0113, -0.2085], [0.0712, 0.2163, 0.5078], [0.4251, -1.0971, -0.7804], [-0.6949, 0.8140, -0.2720], [-0.0930, -0.3997, 0.3045], [-0.1805, -0.3745, 0.3354], [-0.0273, -0.0760, -0.0728], [-0.6040, 0.0091, -0.0281], [-0.0373, 0.1014, 0.1471], [0.9898, 0.1821, 0.4104], [-0.1103, 0.0154, 0.3900], [-0.0674, -0.6494, 0.5093], [-1.2198, -1.1086, -0.2004], [0.4794, 0.3899, 0.2486], [-1.2817, 1.2440, 0.6956], [0.4689, -0.5632, -0.3770], [0.1103, 0.4574, 0.9441], [-0.7880, -0.6239, 0.5171], [-0.2981, -0.0148, 0.1305], [1.3354, -1.0248, -0.8825], [0.1418, -0.4671, 0.1468], [0.3782, 0.1000, 0.2650], [-0.2302, 0.0032, 0.0618], [0.0011, 0.4093, -0.2359], [0.0374, -0.0945, 0.0033], [-0.7775, 0.6816, 0.3200], [-0.2689, -0.2854, 0.1891], [-0.8191, 0.1681, 0.5772], [-0.0013, 0.0666, -0.2944], [-0.0060, 0.4908, 0.3799], [1.0851, 0.0115, -1.9474], [-0.8673, -0.0711, -0.4967], [-0.3956, 0.3969, 0.2026], [-0.0116, 0.0242, -0.2219], [-0.0125, -0.7088, 0.5119], [0.7235, 0.5445, 0.3701], [-0.4337, 0.0210, 0.4061], [-0.0873, -0.2852, 0.0350], [1.5534, -1.1657, -0.6720], [0.6006, 0.5444, 0.7485], [-0.0384, 0.3425, 0.1187], [-0.2682, -0.6844, -0.6475], [-0.0240, -0.5499, -0.3259], [-0.0042, -0.1731, -0.8877], [-2.9275, 5.9123, -6.5552], [-0.4065, -0.1098, -0.0610], [0.2286, -0.0212, 0.0470], [-0.2282, 0.4610, -0.0422], [-0.0393, 0.3596, -0.0585], [0.4704, 0.5450, -0.5194], [-0.2536, -0.0720, 0.0004], [0.0133, 0.0830, -0.1183], [0.2537, -0.0325, 0.0981], [-0.8460, 0.4891, -0.7472], [-0.2475, 0.1341, -0.2306], [-0.6881, 0.5379, -0.0402], [0.4866, -0.2046, -0.0732], [0.6673, 0.3339, -0.0653], [0.6329, -0.4027, 0.8692], [-0.1312, -0.0607, 0.2428], [-0.9065, -0.4712, -0.1962], [0.1251, -0.9729, -0.3854], [-0.1155, -0.1193, -0.2413], [-0.6141, 0.6641, 1.7103], [0.3346, 2.0381, 1.5677], [0.3445, -0.1744, 0.2038], [0.9357, 0.4109, -0.5061], [-1.5826, -0.1892, -0.1295], [0.2109, -0.1980, 0.0181], [0.3523, 0.2296, -0.4553], [0.2995, -0.2061, -0.1035], [-0.0739, -0.1168, 0.0173], [-0.4984, -0.5794, 0.4952], [0.0856, -0.1544, -0.0272], [-0.3604, -0.4680, -0.5523], [-0.4347, 0.2320, 0.2052], [0.0130, 0.1750, 0.0877], [0.1129, 0.0540, 1.3794], [0.2450, 0.0094, 0.1210], [0.5984, 0.1740, 0.2757], [-0.0826, -0.3177, -0.2037], [0.0081, 0.0598, 0.4804], [-0.2352, -0.1828, -0.1133], [1.1097, 0.3622, -0.3963], [0.4448, 0.2833, 0.4727], [1.3232, -0.0602, -0.6188], [0.1069, -0.1548, -0.1682], [-0.4471, 0.0764, -0.3917], [-0.8662, -0.4368, -0.9149], [-0.2861, 0.6922, -0.1479], [-0.5023, 0.3434, 0.0364], [-0.1841, 0.2078, 0.5067], [-2.1268, 2.6586, -0.8213], [-1.2885, 0.9210, 1.6781], [0.1838, -0.0404, 0.5901], [-0.1108, 0.3022, 0.2311], [0.0661, -0.2338, -0.2763], [-0.3552, -0.2166, -1.1898], [-0.1583, -0.0739, -0.1442], [-0.6816, 0.2743, 0.7333], [0.4778, 0.5984, -0.3828], [0.1222, 0.0337, 0.0371], [1.3013, 1.1839, -0.8283], [-0.0963, -0.0930, -0.1306], [1.0386, -1.7491, -1.1979], [-0.0459, -0.0974, -0.9203], [-0.0533, -0.2210, 0.3707], [0.5755, 0.2353, 0.2247], [-0.0570, 0.1583, -0.5027], [0.9523, -0.2278, 1.0189], [2.5520, -4.1058, 2.9461], [1.9856, -3.0196, 4.8061], [0.6219, 1.0938, -0.2980], [-0.0499, -0.0477, 0.2949], [0.3132, -0.7002, -0.5569], [0.5418, -0.3328, 0.1723], [-0.6294, -0.6161, 1.3243], [0.0285, -0.7572, 0.7387], [-0.2421, 0.2451, 0.0872], [-0.0752, -0.0226, 0.4390], [0.3766, 0.4214, -1.1618], [-0.1924, -0.2988, 0.1554], [0.0406, -0.1762, 0.3213], [-0.0935, 0.5805, -0.5257], [0.4023, -1.1405, -1.0130], [-0.0581, 0.5132, -0.2562], [0.5802, -1.2032, -0.9290], [-0.4538, -0.2884, 0.3259], [-0.4731, -0.2593, 0.0367]],
  "lumo_ev": -1.6,
  "homo_energy_ev": -9.21,
  "e_above_lowest_ev": 7.902
}